No. 1
The following is a DFT calculation (ωB97M-V with the def2-TZVPD basis set) of C36H47BBr2HgN10OP as an isolated structure.

* ⟨S²⟩: 0.7524
* LUMO (alpha / beta): 0.0 / -0.2 eV
* charge: 0
* energy above the lowest of the compared OMol25 structures with the same formula, charge and spin: 9.9 kcal/mol
* total energy: -209270.4361 eV
* F_max: 0.32 eV/Å
* multiplicity: 2

Each line ends with the Löwdin charge.
Element x y z (Å)
Hg -0.13 0.33 -0.12  0.92
C -3.60 -0.65 -3.64  -0.07
C -2.79 -1.06 -2.57  -0.18
N -1.96 -0.08 -2.21  0.01
N -2.21 0.96 -3.02  -0.04
C -3.19 0.65 -3.89  -0.10
B -1.38 2.26 -3.02  -0.54
N -1.59 3.10 -1.74  -0.04
C -2.13 4.34 -1.69  -0.09
C -2.16 4.74 -0.38  -0.07
C -1.60 3.67 0.32  -0.18
N -1.27 2.69 -0.51  -0.02
N 0.12 1.93 -3.22  -0.03
C 0.85 2.16 -4.33  -0.08
C 2.11 1.64 -4.13  -0.06
C 2.07 1.11 -2.84  -0.20
N 0.87 1.28 -2.30  -0.01
H -4.36 -1.21 -4.15  0.09
H -2.75 -2.01 -2.07  0.08
H -3.52 1.36 -4.62  0.11
H -1.74 2.92 -3.96  0.11
H -2.45 4.83 -2.59  0.11
H -2.53 5.68 0.02  0.08
H -1.42 3.56 1.38  0.08
H 0.42 2.67 -5.17  0.11
H 2.94 1.65 -4.82  0.09
H 2.84 0.63 -2.26  0.10
Br 4.95 -2.67 -4.11  0.76
C 3.43 -2.39 -3.02  -0.68
C 2.20 -2.18 -3.59  -0.10
C 1.13 -1.94 -2.74  -0.13
N 1.24 -1.94 -1.41  0.09
C 2.44 -2.17 -0.87  -0.22
C 3.57 -2.39 -1.64  -0.06
C 2.50 -2.15 0.62  -0.21
C 3.52 -2.80 1.31  -0.05
C 3.52 -2.73 2.69  -0.67
Br 4.87 -3.61 3.68  0.76
C 2.52 -2.03 3.35  -0.09
C 1.55 -1.42 2.57  -0.15
N 1.54 -1.49 1.25  0.07
H 2.06 -2.16 -4.66  0.11
H 0.15 -1.71 -3.13  0.10
H 4.55 -2.52 -1.19  0.10
H 4.28 -3.37 0.80  0.10
H 2.50 -1.96 4.43  0.11
H 0.75 -0.85 3.02  0.08
C 2.53 3.52 -0.40  0.01
C 2.86 2.45 0.60  -0.54
O 3.04 1.28 0.31  0.00
N 2.93 2.90 1.89  0.06
C 2.89 1.98 3.01  -0.12
C 1.54 2.02 3.69  -0.27
C 1.42 2.26 5.06  -0.02
C 0.16 2.31 5.62  -0.06
C -0.95 2.13 4.80  -0.07
C -0.73 1.89 3.45  -0.18
N 0.48 1.84 2.90  0.12
H 3.08 3.35 -1.33  0.08
H 2.75 4.52 -0.03  0.08
H 1.47 3.45 -0.63  0.07
H 2.64 3.85 2.06  0.14
H 3.68 2.21 3.72  0.12
H 3.07 0.99 2.60  0.11
H 2.31 2.40 5.66  0.11
H 0.03 2.50 6.68  0.11
H -1.95 2.16 5.20  0.10
H -1.56 1.69 2.78  0.06
C -4.05 0.74 3.13  -0.14
C -4.17 -0.74 2.73  -0.54
C -4.94 -1.50 3.81  -0.12
P -2.48 -1.36 2.21  1.06
C -2.88 -2.53 0.81  -0.58
C -4.07 -3.47 0.91  -0.11
C -1.60 -3.27 0.40  -0.14
C -1.77 -2.42 3.57  -0.55
C -1.52 -1.54 4.80  -0.13
C -2.40 -3.76 3.97  -0.10
H -5.04 1.16 3.33  0.08
H -3.59 1.32 2.34  0.06
H -3.45 0.85 4.04  0.05
H -4.73 -0.78 1.80  0.10
H -4.41 -1.50 4.76  0.06
H -5.14 -2.53 3.53  0.06
H -5.91 -1.01 3.98  0.08
H -3.11 -1.81 0.02  0.06
H -3.94 -4.23 1.68  0.06
H -4.20 -3.99 -0.05  0.08
H -5.00 -2.94 1.11  0.06
H -1.31 -4.00 1.15  0.07
H -0.77 -2.58 0.25  0.01
H -1.76 -3.81 -0.54  0.08
H -0.79 -2.65 3.15  0.07
H -2.45 -1.28 5.31  0.06
H -1.02 -0.61 4.53  0.04
H -0.89 -2.07 5.53  0.08
H -3.42 -3.65 4.32  0.06
H -1.82 -4.20 4.78  0.08
H -2.40 -4.46 3.14  0.05

=====

No. 2
The following is a DFT calculation (ωB97M-V with the def2-TZVPD basis set) of a 8-piece molecular cluster, C36H93ClN7O15 overall in a non-equilibrium geometry.

* LUMO: 2.2 eV
* charge: -1
* energy above the lowest of the compared OMol25 structures with the same formula, charge and spin: 126.1 kcal/mol
* total energy: -92488.7831 eV
* F_max: 4.49 eV/Å

Each line ends with the Löwdin charge.
Element x y z (Å)
Cl 1.78 1.06 -1.55  0.63
O 1.15 2.19 -2.23  -0.42
O 0.98 -0.09 -1.89  -0.36
O 3.11 0.91 -2.06  -0.36
O 1.74 1.53 -0.18  -0.38
C -0.80 -1.67 -4.68  -0.12
O -1.93 -1.97 -3.89  -0.18
C -3.11 -1.93 -4.67  -0.24
C -4.34 -1.68 -3.83  -0.22
N -4.36 -2.55 -2.63  0.00
C -5.72 -2.44 -2.00  -0.20
C -5.75 -1.18 -1.07  -0.27
O -4.54 -0.87 -0.47  -0.17
C -4.67 0.20 0.44  -0.11
H -0.27 -2.59 -4.99  0.08
H -0.08 -1.12 -4.07  0.08
H -0.98 -1.08 -5.58  0.08
H -3.27 -2.87 -5.23  0.12
H -3.01 -1.10 -5.38  0.11
H -5.19 -1.81 -4.52  0.11
H -4.39 -0.61 -3.65  0.12
H -4.64 -3.45 -3.06  0.09
H -5.94 -3.25 -1.31  0.08
H -6.57 -2.35 -2.70  0.10
H -6.61 -1.36 -0.41  0.11
H -6.09 -0.36 -1.71  0.11
H -5.19 1.07 0.03  0.08
H -3.71 0.65 0.66  0.07
H -5.15 -0.23 1.33  0.08
C -2.75 -7.71 -0.52  -0.10
O -2.76 -6.40 -1.05  -0.19
C -1.97 -6.22 -2.17  -0.26
C -1.95 -4.74 -2.59  -0.18
N -1.49 -3.81 -1.49  0.01
C -0.12 -3.29 -1.61  -0.17
C 0.93 -4.24 -1.04  -0.19
O 0.43 -4.64 0.24  -0.21
C 1.22 -5.57 0.90  -0.13
H -2.99 -7.68 0.54  0.08
H -1.76 -8.16 -0.59  0.09
H -3.55 -8.31 -0.96  0.09
H -2.21 -6.83 -3.05  0.12
H -0.91 -6.44 -1.98  0.11
H -2.96 -4.57 -2.97  0.08
H -1.36 -4.62 -3.50  0.11
H -1.37 -4.62 -0.89  0.05
H -0.11 -2.37 -1.01  0.10
H 0.05 -2.93 -2.62  0.09
H 1.85 -3.67 -0.86  0.11
H 1.16 -5.11 -1.66  0.12
H 1.35 -6.50 0.32  0.09
H 0.69 -5.76 1.84  0.09
H 2.23 -5.16 1.02  0.07
C 4.96 -1.24 0.49  -0.08
O 4.36 -1.80 1.66  -0.20
C 2.95 -1.65 1.72  -0.21
C 2.58 -2.18 3.09  -0.19
N 2.37 -3.63 3.14  -0.09
C 2.58 -4.35 4.40  -0.19
C 2.71 -5.87 4.19  -0.24
O 3.81 -6.31 3.44  -0.17
C 3.63 -7.62 2.97  -0.12
H 4.91 -2.00 -0.29  0.09
H 5.96 -0.89 0.72  0.08
H 4.44 -0.32 0.17  0.07
H 2.38 -2.15 0.92  0.12
H 2.75 -0.58 1.60  0.12
H 1.66 -1.75 3.49  0.11
H 3.38 -2.00 3.82  0.11
H 2.75 -4.13 2.36  0.06
H 1.69 -4.05 4.97  0.12
H 3.52 -3.98 4.81  0.11
H 1.77 -6.31 3.84  0.11
H 2.84 -6.10 5.26  0.12
H 4.51 -7.85 2.37  0.09
H 2.72 -7.76 2.39  0.08
H 3.71 -8.33 3.81  0.09
C 1.94 8.71 6.59  -0.14
O 1.32 7.80 5.74  -0.15
C 0.00 8.08 5.47  -0.26
C -0.83 6.89 4.95  -0.21
N -0.40 6.61 3.60  -0.07
C -0.71 5.25 3.14  -0.21
C 0.16 4.77 1.99  -0.21
O 1.47 5.18 2.35  -0.21
C 2.45 4.88 1.40  -0.11
H 1.65 9.75 6.44  0.09
H 3.03 8.68 6.57  0.08
H 1.78 8.52 7.66  0.09
H -0.09 8.82 4.65  0.12
H -0.58 8.63 6.23  0.12
H -1.90 7.05 5.02  0.11
H -0.63 6.01 5.58  0.11
H 0.57 6.74 3.38  0.10
H -1.76 5.12 2.86  0.11
H -0.52 4.56 3.98  0.11
H -0.18 5.26 1.06  0.12
H 0.07 3.69 1.84  0.12
H 2.34 5.37 0.43  0.09
H 2.40 3.79 1.30  0.08
H 3.49 5.13 1.65  0.08
C 5.08 3.39 -1.50  -0.05
C 4.98 4.53 -2.54  -0.42
C 6.17 4.64 -3.53  -0.25
O 7.41 4.92 -2.96  -0.19
C 7.54 6.28 -2.52  -0.09
N 3.78 4.27 -3.36  0.03
H 4.36 3.48 -0.69  0.07
H 6.09 3.37 -1.08  0.07
H 4.93 2.45 -2.02  0.06
H 4.90 5.48 -2.00  0.12
H 5.81 5.19 -4.42  0.12
H 6.32 3.71 -4.11  0.13
H 7.08 6.31 -1.53  0.09
H 7.26 7.02 -3.28  0.09
H 8.63 6.35 -2.42  0.08
H 3.02 3.94 -2.78  0.05
H 4.08 3.43 -3.85  0.07
C -3.92 -4.49 2.70  -0.07
C -3.64 -3.31 1.73  -0.38
C -2.25 -2.73 1.79  -0.21
O -2.06 -1.71 0.82  -0.17
C -1.00 -0.88 1.22  -0.12
N -3.87 -3.91 0.38  0.07
H -3.63 -4.27 3.74  0.07
H -3.38 -5.41 2.46  0.07
H -5.00 -4.64 2.77  0.07
H -4.32 -2.47 1.87  0.13
H -1.56 -3.55 1.52  0.12
H -1.92 -2.36 2.77  0.12
H -0.11 -1.46 1.48  0.08
H -1.25 -0.23 2.07  0.09
H -0.64 -0.24 0.41  0.08
H -4.85 -4.20 0.45  0.06
H -3.47 -4.84 0.40  0.04
C -2.51 3.33 -0.62  -0.06
C -2.71 3.26 -2.18  -0.40
C -2.01 4.44 -2.82  -0.17
O -2.29 4.48 -4.24  -0.19
C -2.37 5.73 -4.87  -0.14
N -2.14 1.94 -2.51  0.06
H -2.70 4.32 -0.21  0.07
H -1.57 2.91 -0.27  0.07
H -3.23 2.67 -0.13  0.04
H -3.79 3.18 -2.30  0.13
H -0.94 4.25 -2.92  0.13
H -2.11 5.37 -2.26  0.12
H -3.38 6.07 -5.13  0.08
H -1.96 5.62 -5.89  0.08
H -1.76 6.48 -4.36  0.08
H -1.25 1.93 -2.03  0.03
H -1.92 1.82 -3.49  0.07

=====

No. 3
The following is a DFT calculation (ωB97M-V with the def2-TZVPD basis set) of one molecule with the formula C5H7IN4.

* LUMO: -0.9 eV
* charge: 0
* energy above the lowest of the compared OMol25 structures with the same formula, charge and spin: 0.0 kcal/mol
* total energy: -19357.2725 eV
* F_max: 0.34 eV/Å

Each line ends with the Löwdin charge.
Element x y z (Å)
C 2.07 -0.91 -0.07  -0.14
C 1.67 0.52 0.35  -0.33
C 0.46 1.10 -0.38  -0.68
I 0.78 1.09 -2.50  0.86
C -0.85 0.45 -0.06  -0.41
N -0.85 -0.59 0.78  0.11
N -2.00 -1.19 1.00  0.06
C -3.07 -0.70 0.39  -0.18
N -3.09 0.38 -0.40  0.06
N -1.95 0.96 -0.63  0.07
H 3.00 -0.90 -0.65  0.07
H 2.22 -1.54 0.81  0.07
H 1.31 -1.39 -0.68  0.05
H 2.50 1.20 0.18  0.10
H 1.45 0.54 1.42  0.11
H 0.36 2.16 -0.14  0.08
H -4.01 -1.19 0.57  0.10

=====

No. 4
The following is a DFT calculation (ωB97M-V with the def2-TZVPD basis set) of one molecule with the formula C14H20N2O3S in a non-equilibrium geometry.

* LUMO: -0.4 eV
* charge: 0
* energy above the lowest of the compared OMol25 structures with the same formula, charge and spin: 72.6 kcal/mol
* total energy: -34798.7830 eV
* F_max: 1.36 eV/Å

Each line ends with the Löwdin charge.
Element x y z (Å)
C 5.13 0.01 -0.63  -0.04
C 3.72 -0.43 -0.41  -0.18
C 3.36 -1.74 -0.70  -0.02
C 2.08 -2.20 -0.52  0.01
C 1.09 -1.36 -0.02  -0.11
C -0.30 -1.89 0.13  -0.47
O -0.76 -2.71 -0.64  0.06
N -0.98 -1.41 1.19  0.05
C -2.39 -1.67 1.38  -0.23
C -3.13 -0.39 1.75  -0.44
S -2.64 1.07 0.77  0.92
C -3.39 0.89 -0.93  -0.83
C -4.74 0.20 -0.85  -0.10
C -3.55 2.33 -1.41  -0.13
C -2.43 0.13 -1.83  -0.10
C 1.41 -0.04 0.25  0.06
C 2.71 0.41 0.06  -0.09
N 2.95 1.80 0.38  -0.35
O 4.09 2.17 0.58  0.08
O 1.98 2.53 0.43  0.08
H 5.69 -0.76 -1.16  0.08
H 5.17 0.94 -1.19  0.09
H 5.62 0.20 0.33  0.09
H 4.12 -2.41 -1.08  0.12
H 1.81 -3.22 -0.76  0.12
H -0.57 -0.71 1.78  0.13
H -2.76 -2.10 0.44  0.11
H -2.54 -2.41 2.18  0.12
H -2.89 -0.09 2.77  0.07
H -4.21 -0.53 1.68  0.07
H -5.23 0.27 -1.83  0.09
H -5.39 0.69 -0.12  0.08
H -4.65 -0.85 -0.60  0.07
H -4.24 2.87 -0.77  0.08
H -3.92 2.34 -2.43  0.09
H -2.59 2.84 -1.39  0.08
H -2.29 -0.90 -1.51  0.06
H -1.45 0.62 -1.83  0.08
H -2.81 0.12 -2.85  0.09
H 0.66 0.67 0.59  0.11

=====

No. 5
The following is a DFT calculation (ωB97M-V with the def2-TZVPD basis set) of C48H35BrCl2N6O4Ti as an isolated structure.

* LUMO: -1.1 eV
* charge: 0
* energy above the lowest of the compared OMol25 structures with the same formula, charge and spin: 1.5 kcal/mol
* total energy: -185684.1455 eV
* F_max: 0.56 eV/Å

Each line ends with the Löwdin charge.
Element x y z (Å)
Ti 0.14 0.04 0.33  1.27
Br 1.17 -7.49 1.29  0.73
C 1.16 -5.60 1.18  -0.69
C 1.94 -4.85 2.07  -0.10
C 1.94 -3.48 2.01  0.03
C 1.15 -2.80 1.07  -0.30
O 1.12 -1.51 1.07  -0.18
C 0.39 -3.56 0.15  -0.13
C -0.27 -2.95 -0.95  -0.07
N -0.39 -1.69 -1.22  0.07
C -0.86 -1.43 -2.54  -0.21
C -0.61 -2.26 -3.61  -0.04
C -1.10 -1.96 -4.90  -0.05
C -1.84 -0.84 -5.12  -0.03
C -2.12 0.04 -4.05  -0.15
C -2.91 1.19 -4.19  0.00
C -3.17 1.96 -3.10  -0.02
C -2.60 1.60 -1.86  -0.11
N -1.82 0.56 -1.69  0.11
C -1.61 -0.25 -2.76  -0.15
C 0.41 -4.97 0.22  -0.08
H 2.54 -5.36 2.81  0.11
H 2.54 -2.89 2.70  0.13
H -0.71 -3.67 -1.65  0.13
H 0.02 -3.13 -3.49  0.11
H -0.87 -2.64 -5.71  0.11
H -2.23 -0.61 -6.11  0.12
H -3.31 1.44 -5.17  0.12
H -3.79 2.84 -3.15  0.11
H -2.83 2.19 -0.99  0.10
H -0.17 -5.55 -0.49  0.11
C 3.68 0.04 1.59  -0.02
C 3.79 -0.95 0.47  -0.20
C 4.72 -1.98 0.55  -0.05
C 4.86 -2.90 -0.48  -0.08
C 4.10 -2.76 -1.62  -0.05
C 3.17 -1.73 -1.75  -0.20
C 2.51 -1.51 -3.08  -0.03
C 2.97 -0.87 -0.67  -0.19
N 1.93 0.14 -0.70  0.01
C 2.28 1.22 -1.46  -0.46
O 3.25 1.34 -2.17  0.10
C 1.31 2.34 -1.30  -0.16
C 1.50 3.55 -1.93  0.03
C 0.61 4.58 -1.64  -0.01
C -0.41 4.35 -0.74  0.03
C -0.54 3.10 -0.16  -0.17
N 0.31 2.10 -0.45  0.09
C -1.66 2.83 0.80  -0.55
O -2.38 3.80 1.11  0.03
N -1.78 1.56 1.14  0.09
C -2.70 1.34 2.22  -0.19
C -2.42 1.87 3.50  -0.19
C -1.32 2.86 3.74  -0.03
C -3.23 1.49 4.56  -0.05
C -4.32 0.65 4.39  -0.09
C -4.63 0.21 3.12  -0.06
C -3.84 0.56 2.02  -0.21
C -4.28 0.15 0.64  -0.04
H 4.57 0.00 2.22  0.08
H 2.80 -0.14 2.20  0.04
H 3.59 1.07 1.21  0.09
H 5.34 -2.05 1.43  0.11
H 5.58 -3.71 -0.39  0.10
H 4.24 -3.44 -2.45  0.11
H 3.20 -0.99 -3.74  0.10
H 1.62 -0.90 -3.01  0.06
H 2.25 -2.47 -3.55  0.08
H 2.34 3.65 -2.60  0.13
H 0.73 5.55 -2.11  0.12
H -1.13 5.10 -0.44  0.12
H -0.46 2.70 3.10  0.07
H -0.99 2.82 4.78  0.08
H -1.69 3.87 3.53  0.09
H -3.00 1.88 5.55  0.11
H -4.92 0.36 5.24  0.10
H -5.50 -0.42 2.96  0.11
H -4.95 -0.71 0.69  0.08
H -3.43 -0.10 0.01  0.03
H -4.82 0.96 0.15  0.09
Cl 1.88 1.36 4.65  0.75
C 0.58 0.26 4.37  -0.57
C -0.03 -0.38 5.47  -0.10
C -1.05 -1.26 5.28  -0.60
Cl -1.79 -2.01 6.65  0.71
C -1.52 -1.57 3.98  -0.16
C -2.53 -2.50 3.67  0.00
C -2.86 -2.73 2.37  -0.02
C -2.21 -2.00 1.36  -0.11
N -1.28 -1.12 1.61  0.06
C -0.92 -0.90 2.91  -0.14
C 0.13 0.05 3.09  -0.35
O 0.60 0.67 2.02  -0.19
H 0.33 -0.16 6.46  0.11
H -3.02 -3.03 4.47  0.10
H -3.63 -3.44 2.10  0.12
H -2.47 -2.15 0.32  0.12

=====

No. 6
The following is a DFT calculation (ωB97M-V with the def2-TZVPD basis set) of one molecule with the formula C5H10N2.

* LUMO: 1.1 eV
* charge: 0
* energy above the lowest of the compared OMol25 structures with the same formula, charge and spin: 34.7 kcal/mol
* total energy: -8325.8291 eV
* F_max: 0.92 eV/Å

Each line ends with the Löwdin charge.
Element x y z (Å)
C 3.01 -0.49 -0.38  -0.16
N 1.58 -0.46 -0.33  -0.01
C 0.99 0.58 0.05  -0.24
N -0.36 0.71 -0.01  -0.06
C -1.26 0.95 1.08  -0.09
C -1.32 -0.31 0.29  -0.32
C -2.42 -0.54 -0.72  -0.05
H 3.48 0.44 -0.03  0.07
H 3.36 -1.33 0.22  0.07
H 3.32 -0.68 -1.42  0.07
H 1.51 1.50 0.38  0.14
H -2.00 1.72 0.91  0.11
H -0.87 0.91 2.09  0.11
H -0.94 -1.21 0.75  0.14
H -2.08 -1.22 -1.49  0.08
H -3.29 -0.98 -0.23  0.07
H -2.71 0.40 -1.18  0.08